1.
The following is a DFT calculation (the ωB97M-V functional and the def2-TZVPD basis) of a structure of composition C32H25P2PtS2.

```
62
Properties=species:S:1:pos:R:3:forces:R:3:nbo_charge:R:1
Pt -0.064843 -2.322466 0.163371 0.22 -0.15 0.04 0.612
S 2.815883 -1.229829 0.639985 0.01 -0.04 -0.02 -0.599
P 1.421021 0.148746 0.418908 0.05 0.27 0.03 1.366
C -0.118520 -0.420877 0.908566 -0.08 -0.26 -0.27 -1.377
P -1.773552 -0.151793 0.639494 -0.03 0.27 0.03 1.387
S -2.687542 -1.904904 0.373230 -0.06 -0.04 -0.02 -0.545
C -2.580423 0.747180 2.005852 -0.01 0.00 0.04 -0.416
C -3.901542 1.176625 1.892288 0.00 0.00 0.04 -0.120
C -4.518633 1.821858 2.951395 0.00 -0.01 -0.03 -0.242
C -3.822610 2.035039 4.136288 0.01 0.00 0.01 -0.214
C -2.513432 1.595606 4.260308 -0.01 0.00 -0.01 -0.207
C -1.893521 0.950282 3.196409 -0.03 -0.01 0.00 -0.196
C -2.038604 0.956152 -0.790832 -0.01 -0.09 0.05 -0.300
C -2.017485 0.397332 -2.067163 0.00 0.05 -0.02 -0.198
C -2.158513 1.205889 -3.183162 -0.01 0.02 0.02 -0.211
C -2.330104 2.577278 -3.034844 0.00 -0.03 0.01 -0.212
C -2.343023 3.139251 -1.767748 -0.01 0.01 0.00 -0.217
C -2.191553 2.331193 -0.648133 0.01 0.02 0.00 -0.234
C 1.879193 1.698626 1.284321 -0.01 -0.03 0.01 -0.381
C 3.214859 2.065457 1.422448 -0.02 0.00 -0.01 -0.174
C 3.550588 3.261274 2.039693 -0.01 0.00 0.01 -0.220
C 2.555348 4.098853 2.529242 0.02 0.00 0.00 -0.232
C 1.222787 3.735911 2.403221 -0.02 -0.02 -0.01 -0.171
C 0.889315 2.538371 1.782767 0.02 -0.02 -0.02 -0.220
C 1.366026 0.718568 -1.327140 0.01 0.03 0.06 -0.282
C 1.560393 -0.224203 -2.334245 -0.02 -0.01 0.00 -0.214
C 1.519827 0.154782 -3.666081 -0.01 0.01 -0.02 -0.213
C 1.286913 1.481766 -4.007755 0.00 -0.01 0.00 -0.223
C 1.088411 2.424018 -3.011177 0.02 -0.01 0.01 -0.210
C 1.127830 2.044551 -1.675175 0.02 -0.03 -0.01 -0.236
H -4.443004 0.997424 0.970422 -0.01 0.01 0.01 0.215
H -5.544495 2.156118 2.857192 0.00 0.00 0.00 0.206
H -4.306937 2.538761 4.963962 0.00 0.00 0.00 0.205
H -1.973110 1.751231 5.185760 0.01 0.00 0.00 0.209
H -0.873666 0.591757 3.280368 0.00 0.00 0.00 0.244
H -1.895822 -0.674338 -2.169475 0.00 -0.01 0.00 0.245
H -2.130297 0.765967 -4.172143 0.00 0.00 0.00 0.212
H -2.444497 3.207177 -3.908696 0.00 0.00 0.00 0.205
H -2.470052 4.208416 -1.647711 0.00 0.00 0.01 0.205
H -2.204802 2.775586 0.340052 0.00 0.01 -0.01 0.219
H 3.981173 1.394516 1.053015 0.01 0.01 0.00 0.238
H 4.591877 3.539697 2.146630 0.00 0.00 0.00 0.206
H 2.820426 5.029844 3.015564 0.00 0.00 0.00 0.203
H 0.443066 4.379706 2.792032 -0.01 -0.01 0.00 0.200
H -0.148819 2.243836 1.689292 0.00 0.04 0.00 0.223
H 1.755122 -1.253230 -2.055982 0.00 0.00 -0.01 0.245
H 1.675274 -0.586409 -4.440573 0.00 0.00 0.00 0.207
H 1.258605 1.778955 -5.049364 0.00 0.00 0.00 0.202
H 0.897149 3.458494 -3.269478 0.00 0.00 0.00 0.205
H 0.977583 2.790096 -0.904983 0.00 0.02 0.00 0.220
C 0.217042 -4.317477 0.208012 -0.14 0.10 0.20 -0.238
C 0.991252 -5.407456 -0.150114 0.14 -0.14 -0.15 -0.288
C 2.138132 -5.266949 -0.995368 -0.04 0.04 0.04 -0.149
C 2.905818 -6.352241 -1.354225 0.01 -0.03 0.00 -0.235
C 2.593922 -7.636049 -0.898792 -0.02 0.05 0.01 -0.269
C 1.486561 -7.804538 -0.063539 0.03 -0.03 -0.01 -0.230
C 0.704230 -6.732409 0.302954 -0.05 0.08 0.01 -0.200
H 2.396566 -4.270029 -1.332286 0.01 0.00 -0.01 0.204
H 3.769440 -6.205087 -1.993582 0.00 0.00 0.00 0.195
H 3.203744 -8.484164 -1.183006 0.00 0.00 0.00 0.193
H 1.237957 -8.795452 0.300814 -0.01 0.00 0.00 0.195
H -0.153906 -6.872278 0.948946 0.00 -0.02 0.00 0.205
```
Forces are in eV/Å.

Summary:
⟨S²⟩ = 6.0569
multiplicity = 5
E = -77083.3300 eV
HOMO energy (alpha / beta) = -3.06 / -5.21 eV
total charge = -1
energy above the lowest of the compared OMol25 structures with the same formula, charge and spin = 0.0 kcal per mole
gap between HOMO and LUMO (alpha / beta) = 5.6 / 6.9 eV

2.
The following is a DFT calculation (the ωB97M-V functional and the def2-TZVPD basis) of a cluster of 10 separate species, C39H101N3O13 in total at a distorted geometry.

```
156
Properties=species:S:1:pos:R:3:forces:R:3:mulliken_charge:R:1
C 2.841042 6.468154 -2.906078 0.05 -1.03 -0.14 -0.398
O 4.240954 6.352335 -2.993161 0.53 1.16 -0.24 -0.381
C 4.778329 5.072116 -2.762521 -0.64 -0.51 0.41 -0.364
C 6.286500 5.106726 -2.908107 0.10 0.83 0.35 -0.788
N 6.697030 5.014124 -4.296170 0.36 -0.43 -0.13 -0.316
C 8.163909 5.030986 -4.462495 -1.38 -0.11 1.18 -0.739
C 8.547678 4.750330 -5.880073 0.79 0.73 -0.17 -0.465
O 8.264565 5.877498 -6.693066 0.10 0.29 -0.37 -0.321
C 8.563301 5.595425 -8.046146 0.13 0.26 -0.38 -0.761
H 2.513991 7.426156 -2.507274 0.40 0.13 0.02 0.287
H 2.478664 5.671943 -2.244466 -0.32 0.11 0.00 -0.011
H 2.404981 6.333079 -3.900542 -0.19 -0.05 0.04 0.267
H 4.337633 4.336985 -3.448632 0.16 0.01 -0.17 0.282
H 4.452787 4.768595 -1.756831 0.35 -0.12 0.11 0.351
H 6.792155 4.367696 -2.282774 -0.30 -0.55 -0.37 0.483
H 6.634114 6.040715 -2.435186 -0.14 0.23 -0.09 0.325
H 6.330933 5.813669 -4.801255 -0.12 -0.04 -0.01 0.219
H 8.595527 4.274575 -3.799810 -0.14 -0.32 -0.24 0.404
H 8.520907 5.964786 -4.008485 0.56 0.23 -0.74 0.383
H 8.030631 3.889499 -6.314157 0.03 -0.22 0.44 0.319
H 9.637815 4.599823 -5.886180 -0.07 -0.30 -0.22 0.373
H 9.472846 4.997496 -8.144342 -0.11 -0.35 0.12 0.312
H 8.788712 6.487689 -8.632916 -0.21 0.40 0.50 0.258
H 7.718646 5.126748 -8.554646 0.01 -0.38 0.10 0.285
C 1.432833 2.689483 -1.804462 -0.12 0.14 0.77 -0.923
O 0.792858 1.492268 -1.424405 0.25 -0.58 -0.12 0.032
C -0.546220 1.625536 -0.946859 0.57 -0.26 -0.53 0.008
C -0.714588 0.939092 0.408438 -1.84 -0.28 -0.49 -0.851
N -0.715321 -0.551204 0.371077 2.17 0.80 -0.05 1.561
C -0.956941 -1.104618 1.704654 0.23 -0.58 0.67 -1.163
C -0.793817 -2.636651 1.822633 -0.84 0.63 0.57 -1.061
O 0.570276 -2.956617 1.975449 0.05 -0.13 -0.10 -0.082
C 0.784306 -4.347477 1.966019 1.38 -0.41 -0.29 -1.081
H 2.299172 2.434009 -2.410271 0.08 0.02 0.12 0.176
H 1.716453 3.200041 -0.875641 0.39 0.26 -0.21 0.391
H 0.801440 3.388960 -2.362469 -0.18 -0.26 -0.16 0.146
H -1.131434 1.184419 -1.757261 -0.62 0.06 0.40 -0.538
H -0.741271 2.698235 -0.865345 -0.49 -0.09 0.21 0.515
H -1.745363 1.045965 0.769147 0.13 1.26 0.07 0.462
H -0.001951 1.443112 1.067512 0.05 -0.54 0.42 -0.031
H 0.275211 -0.700500 0.160879 -0.23 -0.93 -0.24 -0.779
H -1.940200 -0.782086 2.053487 -0.25 -0.29 -0.28 0.783
H -0.292153 -0.713342 2.485875 0.30 0.24 -0.22 0.377
H -1.308838 -3.187206 1.026953 0.43 0.09 -0.44 0.432
H -1.307746 -2.966185 2.735704 -0.14 0.20 0.11 0.416
H 1.855808 -4.556938 2.059650 0.17 0.57 -0.31 0.309
H 0.497587 -4.751540 0.992539 -0.41 -0.33 0.22 0.415
H 0.439850 -4.933780 2.825318 -1.04 0.39 -0.10 0.430
C -5.219974 -2.933416 2.848040 -0.34 -0.69 0.90 -0.499
O -5.745233 -1.625334 2.884042 0.34 0.10 -0.19 -0.233
C -7.130142 -1.601359 3.197070 0.29 -0.18 -0.79 -0.583
C -7.392333 -1.685564 4.675803 -0.70 0.60 1.19 -0.565
N -8.699759 -1.110133 5.020626 -0.26 -0.80 -1.03 -0.250
C -8.935303 -1.016819 6.433330 1.59 0.92 1.13 -0.471
C -10.246939 -0.331502 6.776171 -1.56 -1.00 -0.19 -0.594
O -10.744654 -0.440227 8.103817 1.08 -0.33 0.09 -0.361
C -10.151734 0.478380 9.000897 -0.29 -0.15 0.33 -0.697
H -4.985509 -3.335534 3.843299 -0.15 0.28 0.22 0.314
H -4.276248 -3.025351 2.316504 -0.19 0.49 -0.43 -0.058
H -5.981384 -3.612970 2.453533 0.24 -0.12 -0.40 0.364
H -7.606578 -2.405690 2.625984 -0.21 -0.17 0.30 0.401
H -7.550632 -0.695095 2.754457 0.22 0.27 0.28 0.314
H -6.651288 -1.121423 5.258759 0.53 -0.09 -0.39 0.328
H -7.355113 -2.710736 5.051852 -0.04 -0.08 -0.13 0.268
H -8.826456 -0.252778 4.500120 -0.06 0.22 0.35 0.242
H -8.108161 -0.477837 6.940130 0.02 0.36 -0.15 0.321
H -8.773385 -2.000822 6.883858 -0.93 -0.21 -0.12 0.269
H -10.999401 -0.868493 6.191001 -0.08 0.20 -0.13 0.310
H -10.333806 0.726730 6.511175 0.61 0.04 -0.36 0.383
H -10.200558 1.472722 8.548746 0.02 0.21 0.35 0.326
H -9.126787 0.275878 9.332326 0.18 -0.26 -0.61 0.268
H -10.719306 0.399728 9.928618 -0.28 0.37 -0.16 0.240
C 1.548227 -7.964932 1.088205 -0.18 -0.59 1.01 -1.341
C 0.819216 -7.668676 -0.216539 1.22 0.06 0.48 1.227
C 1.477471 -8.446841 -1.365654 -1.53 0.69 -0.62 -1.392
O -0.548971 -7.964694 -0.012394 -0.25 -0.55 0.38 -0.580
H 1.236880 -7.291556 1.889655 -0.15 -0.05 -0.02 0.211
H 2.639482 -7.977408 1.107140 0.03 0.59 -0.76 0.380
H 1.351145 -8.988160 1.425441 -0.51 0.05 -0.09 0.399
H 0.867480 -6.586449 -0.370237 0.37 0.02 -0.39 -0.261
H 0.993375 -9.418971 -1.470870 0.31 -0.21 0.32 0.339
H 2.557425 -8.526482 -1.309230 0.01 0.03 0.11 0.358
H 1.183362 -7.910701 -2.274371 0.42 -0.13 -0.22 0.366
H -1.065259 -7.934059 -0.822078 0.27 0.14 -0.20 0.321
C 4.883931 -3.442220 3.552703 -0.78 -1.93 -0.62 -1.099
C 4.156478 -4.128070 4.745876 1.02 1.71 -2.21 0.625
C 4.724860 -5.500421 4.916777 0.00 -0.57 1.75 -1.284
O 4.445175 -3.272807 5.836093 -0.20 -0.46 1.09 -0.569
H 5.961500 -3.515131 3.688471 0.01 0.69 0.22 0.445
H 4.457829 -2.477451 3.290679 0.37 0.21 0.27 0.213
H 4.693551 -4.110765 2.699661 0.02 0.25 -0.23 0.271
H 3.113645 -4.173791 4.412143 -0.24 0.07 0.80 0.107
H 4.399252 -5.925834 5.874234 -0.35 -0.01 -0.14 0.349
H 5.805589 -5.463830 5.073243 0.07 0.04 -0.61 0.341
H 4.412343 -6.192285 4.138444 0.25 0.12 -0.20 0.295
H 3.706450 -2.718719 6.091986 -0.21 -0.12 -0.17 0.330
C -1.799563 5.629645 -2.715343 -0.87 -1.34 -0.23 -1.127
C -2.675291 4.558897 -3.421833 1.14 1.16 -0.64 0.435
C -1.804920 3.614942 -4.250983 -1.07 -0.75 -0.67 -1.177
O -3.409576 3.789053 -2.492746 0.09 0.07 0.33 -0.558
H -2.406035 6.050914 -1.915913 0.34 0.19 0.17 0.345
H -1.528991 6.391232 -3.442777 0.07 0.06 0.06 0.397
H -0.906795 5.113945 -2.362281 0.09 0.36 0.40 0.102
H -3.359100 5.149073 -4.041752 -0.17 -0.36 -0.26 0.313
H -1.170821 3.031056 -3.584736 0.21 0.10 -0.09 0.069
H -1.271080 3.964557 -5.135639 0.33 0.74 0.50 0.493
H -2.482284 2.907108 -4.750631 -0.06 -0.26 0.30 0.462
H -3.753900 3.033215 -2.980618 -0.08 -0.03 0.14 0.312
C 2.276651 -2.641459 -1.244372 -0.55 1.02 -0.64 -1.416
C 3.083431 -1.329596 -1.167152 0.17 -1.11 0.67 1.239
C 3.242627 -0.815666 0.255918 0.56 0.26 0.94 -1.199
O 4.422533 -1.586403 -1.594503 0.32 0.53 -0.46 -0.622
H 1.213387 -2.391385 -1.172579 -0.03 -0.21 0.49 0.099
H 2.559668 -3.416746 -0.535946 0.08 0.10 0.11 0.458
H 2.334213 -2.999146 -2.276076 0.33 -0.25 0.07 0.463
H 2.575054 -0.623199 -1.826512 0.29 0.23 -0.05 -0.203
H 3.761645 0.134745 0.422668 -0.37 0.37 -0.93 0.306
H 3.993872 -1.442487 0.747355 -0.53 -0.61 0.08 0.335
H 2.340485 -0.762970 0.868547 -0.12 -0.27 -0.16 0.221
H 4.521856 -2.489865 -1.899706 -0.23 -0.04 -0.08 0.375
C -4.059560 -1.281141 -0.075892 -0.83 0.10 -0.52 -1.192
C -3.673703 -1.263512 -1.557391 -0.16 -0.56 0.60 0.641
C -3.755697 0.112152 -2.229786 -0.62 -0.24 -0.83 -1.328
O -2.369580 -1.872579 -1.606874 -0.40 0.81 -0.22 -0.581
H -5.141836 -1.234995 0.073627 0.05 0.48 -0.03 0.541
H -3.570255 -0.453932 0.436206 -0.05 -0.12 0.30 0.094
H -3.801295 -2.253947 0.335991 0.41 0.09 0.07 0.121
H -4.366236 -1.941674 -2.062625 0.29 -0.04 -0.25 0.615
H -3.106497 0.173353 -3.108178 0.58 0.01 0.41 0.171
H -3.658488 0.973397 -1.568900 0.37 -0.09 0.08 0.284
H -4.716387 0.221566 -2.746607 -0.31 -0.07 0.49 0.498
H -1.894949 -1.405351 -0.885613 0.64 -0.20 -0.27 -0.022
C 0.928906 -2.197708 -5.019160 -0.11 0.43 -0.15 -1.692
C -0.176241 -1.339748 -4.378607 -0.08 -1.07 -0.18 2.023
C -0.491424 -0.159977 -5.295994 0.12 -0.61 -0.12 -1.357
O -1.294180 -2.212010 -4.185554 -0.22 0.37 -0.30 -0.672
H 1.712055 -1.537047 -5.396642 0.39 -0.18 0.46 0.386
H 0.603465 -2.727143 -5.918191 -0.54 0.07 0.13 0.382
H 1.287085 -2.961732 -4.332609 0.22 0.15 0.06 0.313
H 0.103580 -1.039518 -3.364202 0.49 0.43 -0.16 -0.623
H -1.001742 -0.575411 -6.167987 -0.27 0.12 0.08 0.414
H 0.441875 0.240641 -5.693510 -0.04 0.41 0.27 0.442
H -1.100153 0.608678 -4.822751 0.01 0.05 -0.06 -0.004
H -1.757413 -1.932903 -3.377612 0.12 -0.25 0.06 0.351
C -0.566056 3.710724 3.032780 0.63 -0.21 0.70 -1.147
C 0.708170 4.438998 3.505614 -0.40 -0.76 -0.39 0.626
C 1.943353 4.115536 2.674511 -0.07 0.52 -0.38 -1.246
O 0.399521 5.821772 3.419016 -0.08 0.28 0.03 -0.575
H -0.773602 3.990845 2.001618 -0.36 0.21 0.10 0.256
H -1.362916 3.917187 3.746519 -0.28 0.48 -0.43 0.384
H -0.500791 2.620615 3.071858 0.52 0.02 -0.07 0.244
H 0.927860 4.189837 4.548877 -0.17 -0.16 0.05 0.202
H 1.894079 4.641749 1.716621 -0.14 0.12 0.05 0.307
H 2.062311 3.066367 2.404089 0.09 -0.12 0.50 0.275
H 2.807383 4.516010 3.208302 0.25 -0.34 -0.16 0.391
H 1.138940 6.339213 3.753817 0.01 -0.05 -0.01 0.317
```
Forces are in eV/Å.

Summary:
multiplicity = 1
E = -73162.0131 eV
HOMO energy = -8.76 eV
total charge = 0
energy above the lowest of the compared OMol25 structures with the same formula, charge and spin = 27.5 kcal per mole
gap between HOMO and LUMO = 9.2 eV
SMILES string = COCCNCCOC.COCCNCCOC.COCCNCCOC.CC(C)O.CC(C)O.CC(C)O.CC(C)O.CC(C)O.CC(C)O.CC(C)O

3.
The following is a DFT calculation (the ωB97M-V functional and the def2-TZVPD basis) of a structure of composition C4H4LiO5Y at a distorted geometry.

```
15
Properties=species:S:1:pos:R:3:forces:R:3:nbo_charge:R:1
O -0.334627 -2.629370 3.174452 -0.60 -0.50 0.32 -0.722
C 0.791374 -2.151654 3.301550 0.78 -0.98 1.74 0.902
O 1.239317 -1.188215 2.632720 -0.19 0.74 -1.50 -0.904
Li 2.787437 -0.597691 1.767802 1.16 0.47 0.22 0.987
Y -0.717916 -1.424109 1.477781 -1.38 1.64 -1.31 2.543
C -1.570737 0.710843 0.002781 2.29 2.61 0.28 -0.959
C -1.567641 0.170013 -1.211570 0.32 -1.56 0.07 0.231
H -2.299036 1.322990 0.533291 -0.88 -1.06 0.10 0.342
H -2.253574 -0.593714 -1.583040 -0.35 0.81 -0.94 0.246
O 1.528729 0.896567 -2.638854 0.74 -1.34 -0.71 -0.631
C 0.724976 0.610199 -1.682554 0.05 4.80 0.19 1.043
O 0.900220 1.102573 -0.524627 0.43 -0.98 0.02 -0.687
O -0.435265 0.223196 -2.089807 -1.95 -2.29 0.65 -0.422
H 1.486773 1.830801 -2.898655 0.47 0.33 -0.14 0.569
H -0.280030 1.717572 -0.261270 -0.88 -2.67 1.02 0.462
```
Forces are in eV/Å.

Summary:
⟨S²⟩ = 0.7536
multiplicity = 2
E = -15661.8113 eV
HOMO energy (alpha / beta) = -20.53 / -20.52 eV
total charge = +3
gap between HOMO and LUMO (alpha / beta) = 6.0 / 5.9 eV

Question: Which formula does entry 3 have?
Answer: C4H4LiO5Y

Question: total charge of number 2 (C39H101N3O13)?
Answer: 0

Question: Which value of multiplicity does entry 1 give?
Answer: 5